1.
C42H47BaN5O2P3 as an isolated structure, computed with ωB97M-V/def2-TZVPD.

Computed properties:
Kohn-Sham gap (eV): 6.2
Net charge: +1
HOMO level (eV): -8.4
2S+1: 1

Last column: Löwdin charge in e.
Cartesian coordinates (Å):
H -6.47 0.09 1.09  0.0894
H 2.29 0.38 3.47  0.0135
H 2.56 -1.29 3.97  0.0425
C -2.54 2.61 2.86  -0.0721
N -0.25 -2.08 -3.07  0.0413
N 0.85 0.44 -2.49  -0.1255
H -1.48 6.89 0.75  0.1106
H -4.84 1.33 0.02  0.0995
C -1.54 -4.34 0.03  -0.1365
H -2.02 -0.59 4.95  0.1083
H -1.88 6.63 -1.68  0.1116
H -1.50 -3.86 1.01  0.1110
H 3.04 0.07 -0.52  0.0212
H -1.67 -5.84 -3.43  0.1104
H 4.32 0.25 0.71  0.0599
C -3.43 2.28 3.87  -0.0826
C 0.58 -1.81 -5.29  0.0050
H -3.28 1.14 -0.75  0.0768
C -2.09 -5.60 -0.10  -0.0432
H 1.41 3.77 -3.06  0.1034
C 3.22 -3.18 -2.79  -0.2666
C -0.71 3.60 0.43  -0.3015
C -1.35 4.56 -1.71  -0.0120
P 2.45 -1.10 1.55  0.7451
H 4.52 -1.91 -0.56  0.0713
H 0.68 3.09 -5.32  0.1065
H 3.31 -3.35 1.86  0.0732
C 3.24 0.22 0.55  -0.2891
C -1.55 5.78 -1.09  -0.0528
C -0.91 4.84 1.02  -0.0869
C -0.93 3.47 -0.95  -0.1610
C 0.24 -1.30 -4.04  -0.2083
C 2.17 3.55 4.52  -0.0722
H 1.85 -4.94 0.29  0.0378
C -3.64 -0.17 0.76  -0.6176
C 3.69 -2.46 1.36  -0.4338
P -0.13 2.14 1.38  1.0962
H 4.08 4.60 1.93  0.1092
H 4.61 -2.16 1.88  0.0825
H -5.63 1.19 2.23  0.0760
C 2.85 -0.53 3.25  -0.2835
C 1.15 2.95 2.42  -0.3805
C 4.00 -2.76 -0.11  -0.4369
C -0.68 2.13 -1.58  -0.3687
C 2.19 -4.83 -0.74  -0.2729
C -2.14 -6.15 -1.37  -0.0392
C -3.25 1.14 4.63  -0.0826
H -0.27 -5.02 -4.70  0.1084
H -2.69 3.51 2.29  0.0977
C -1.62 -5.44 -2.43  -0.0028
H -3.94 0.90 5.43  0.1079
H 1.42 2.06 -1.29  0.1157
C 0.41 0.15 -3.73  -0.3312
C -0.13 -3.96 -4.53  -0.0167
N -1.02 -3.65 -0.98  -0.0117
H -6.29 -0.35 2.78  0.0918
H 3.09 -5.43 -0.88  0.0486
C 2.23 3.54 1.76  -0.1200
C -1.28 0.62 3.35  -0.1276
H 2.81 1.18 0.84  -0.0014
H 0.31 2.51 4.35  0.1001
H 4.68 -3.61 -0.19  0.0861
N -3.98 0.83 -0.08  0.2184
C -0.46 -3.38 -3.31  -0.2365
H 1.40 -5.22 -1.39  0.0256
C -1.44 1.79 2.60  -0.3832
C -1.05 -4.19 -2.21  -0.2359
H 3.91 -0.32 3.36  0.0492
H 2.14 3.55 5.61  0.1082
C 3.26 4.14 2.47  -0.0682
C 3.24 4.13 3.86  -0.0748
H -0.72 4.97 2.08  0.1159
H -2.58 -7.13 -1.54  0.1173
O -2.55 -0.76 0.67  -0.2387
C -1.33 5.93 0.27  -0.0595
H -2.49 -6.12 0.76  0.1111
C 0.58 2.42 -4.48  -0.0956
C 0.14 1.07 -4.72  -0.0643
C 0.73 1.83 -2.12  -0.3409
H 3.55 -2.19 -3.11  0.0475
H 2.25 3.56 0.67  0.1046
H 4.04 4.59 4.41  0.1072
H -4.20 -1.21 2.36  0.1380
H 2.46 -3.52 -3.50  0.0195
C 1.14 2.96 3.81  -0.0919
H 4.07 -3.86 -2.82  0.0503
C -5.80 0.14 1.95  -0.0751
P 2.49 -3.06 -1.12  0.7903
C 0.40 -3.16 -5.53  -0.0364
H 0.67 -3.58 -6.49  0.1179
H 1.00 -1.15 -6.03  0.1198
H -0.22 0.76 -5.69  0.0930
C -2.17 0.30 4.37  -0.0778
H -0.44 -0.03 3.15  0.0920
C 0.96 2.80 -3.25  -0.0617
O -1.57 1.30 -1.66  -0.0415
H -1.49 4.44 -2.77  0.1233
H -4.27 2.94 4.08  0.1090
N -4.55 -0.54 1.69  0.0357
Ba -0.25 -0.94 -0.54  1.6669

***

2.
A 8-piece molecular cluster, C42H47ClN2O12 overall, computed with ωB97M-V/def2-TZVPD.

Computed properties:
Kohn-Sham gap (eV): 7.3
Net charge: 0
HOMO level (eV): -7.2
2S+1: 1

Last column: Löwdin charge in e.
Cartesian coordinates (Å):
H -47.32 -30.08 5.60  0.1421
H -53.93 -32.13 5.50  0.1461
C -59.40 -31.54 5.12  -0.3531
C -48.47 -34.17 2.71  -0.4114
C -57.09 -27.92 9.51  -0.3795
H -56.36 -27.02 7.53  0.0863
H -50.87 -30.81 3.29  0.0624
H -50.05 -32.87 4.54  0.1243
H -57.61 -32.45 -0.27  0.1048
N -51.97 -32.72 5.47  0.0575
H -52.10 -36.03 6.41  0.0628
H -58.27 -27.20 10.74  0.0279
C -55.58 -28.82 7.72  -0.0563
C -57.18 -28.19 4.01  0.0123
H -52.78 -32.42 1.20  0.1292
O -57.96 -27.03 9.95  0.1161
C -54.37 -31.48 0.12  -0.3063
H -55.80 -31.06 10.35  0.1158
O -53.44 -30.41 -0.20  -0.0155
H -57.61 -32.53 7.96  0.1024
H -51.39 -34.09 7.14  0.0629
Cl -54.84 -33.92 9.11  -0.1923
C -50.09 -33.57 1.01  -0.0009
H -55.79 -33.92 7.28  -0.0526
C -49.08 -35.32 2.89  -0.0293
C -58.35 -31.96 4.18  -0.0238
C -48.95 -33.16 1.88  -0.0042
O -59.97 -26.75 5.90  0.0671
C -50.31 -35.69 2.16  0.0260
H -58.36 -24.73 5.42  0.1249
H -58.73 -31.75 2.98  0.1746
C -56.46 -27.82 8.20  0.0284
C -51.38 -31.26 3.93  -0.0333
O -55.24 -27.06 3.01  0.0277
C -56.91 -25.78 4.13  -0.0215
C -54.89 -33.42 1.57  -0.0027
C -56.42 -27.04 3.74  -0.3211
H -56.90 -29.17 3.73  0.0854
H -53.29 -35.33 5.50  0.0866
H -57.80 -34.09 1.24  0.0424
H -51.80 -35.52 4.83  -0.0413
C -52.21 -35.35 5.64  0.0140
H -54.36 -29.60 4.09  0.0937
C -57.86 -32.38 6.89  0.0533
H -56.08 -30.48 -1.01  0.1622
C -56.81 -28.99 10.25  0.0128
H -56.77 -33.13 3.87  -0.0184
H -50.27 -32.79 0.27  0.1033
H -45.87 -31.75 7.25  0.1044
H -47.05 -33.19 2.93  0.0499
C -50.17 -30.81 8.32  0.0236
C -59.12 -31.70 6.45  -0.0052
O -55.97 -33.69 6.32  -0.0337
C -52.99 -32.10 5.06  -0.1013
O -57.00 -34.37 1.47  0.1237
H -54.42 -30.79 2.87  0.0673
C -50.93 -32.29 4.67  0.0095
C -56.95 -32.94 5.89  -0.3248
H -52.95 -33.79 7.04  0.0804
O -51.78 -29.39 7.15  0.0644
C -57.24 -32.67 4.50  -0.0183
H -50.96 -31.00 9.13  0.1454
C -52.04 -33.97 6.40  -0.0444
H -52.38 -35.87 0.55  0.1937
H -58.83 -29.09 4.99  0.0946
O -51.59 -35.25 0.17  -0.0099
C -49.68 -29.83 6.14  -0.0030
C -55.25 -29.90 8.44  -0.3808
C -47.91 -31.27 7.48  -0.3960
C -58.35 -28.12 4.85  0.0210
H -57.08 -29.02 11.31  0.1042
C -58.84 -26.91 5.25  -0.3891
O -60.57 -30.96 4.66  0.0144
H -56.35 -24.79 3.95  0.1327
C -56.23 -33.40 1.06  -0.3529
C -50.74 -34.81 1.14  -0.3750
C -53.93 -32.51 1.07  -0.0111
C -55.77 -30.10 9.71  0.0430
H -49.72 -29.25 5.29  0.0605
H -53.84 -29.73 -0.72  0.0654
C -56.58 -32.37 0.11  0.0123
O -47.36 -33.86 3.50  0.0431
N -52.67 -31.15 4.24  0.0221
C -50.57 -30.00 7.17  -0.3399
H -54.58 -34.18 2.25  0.0990
H -52.37 -29.47 7.83  0.0294
O -54.31 -30.94 8.09  -0.1380
H -54.74 -26.28 3.02  0.0613
O -46.71 -31.80 7.69  0.0610
C -53.66 -30.23 3.44  0.0715
H -60.37 -25.89 5.72  0.1105
H -54.48 -31.84 8.68  -0.0063
H -48.62 -36.05 3.46  0.1039
H -55.06 -28.99 6.65  0.1606
H -50.74 -36.73 2.41  0.1418
C -48.90 -31.43 8.38  -0.0465
H -59.97 -31.64 6.92  0.0478
C -55.61 -31.38 -0.37  -0.0404
H -48.35 -32.10 1.68  0.1766
H -53.47 -29.49 2.74  0.0637
H -61.14 -30.62 5.34  0.0952
C -48.23 -30.49 6.31  0.0407
C -58.09 -25.74 4.98  -0.0094
H -48.83 -32.01 9.25  0.0956

***

3.
C42H47Ge2KN4O7 as an isolated structure, computed with ωB97M-V/def2-TZVPD.

Computed properties:
Kohn-Sham gap (alpha / beta) (eV): 4.9 / 6.1
Net charge: -1
HOMO level (alpha / beta) (eV): -2.7 / -3.9
2S+1: 2

Last column: Löwdin charge in e.
Cartesian coordinates (Å):
H -1.50 4.78 -6.01  0.0042
C 2.43 -2.67 -1.15  -0.2273
H 2.91 5.31 -0.03  0.1097
C 4.04 3.61 -0.70  -0.0884
C -2.17 -3.32 2.49  -0.0313
K 0.10 -0.10 0.06  0.7694
H -2.97 2.50 3.63  0.1062
C -2.42 5.66 0.87  -0.0707
C -1.90 2.40 3.47  -0.0147
H 0.28 -3.04 -5.44  0.0846
H 1.78 3.71 -5.80  0.0139
H -3.27 4.80 -2.78  0.0900
H -2.67 -2.55 3.07  0.1004
C -2.27 2.00 1.02  -0.5075
C -0.87 -5.25 1.00  -0.1124
H -0.95 4.12 0.77  0.0896
H -1.45 -3.41 -5.56  0.0911
C 1.30 5.76 -3.29  -0.2463
H -0.76 -4.74 -2.33  0.0787
C 1.65 3.78 -0.82  -0.0544
H 1.45 -2.28 -3.02  0.0876
C -1.01 2.50 4.49  -0.0921
O 0.35 1.99 -1.73  -0.2495
H -0.34 -6.00 0.42  0.0956
H 3.18 -1.87 -3.00  0.1084
C -1.12 5.39 -5.18  -0.2553
H -0.55 -0.43 -3.19  0.0690
C -1.70 -4.19 -2.35  0.0046
N 1.28 -2.60 -0.28  0.0046
C -1.97 4.36 -1.12  -0.2788
C -0.58 -1.00 -4.11  -0.0445
C -1.69 4.68 0.21  -0.1063
C 2.19 1.89 2.53  -0.4453
C 2.81 0.38 -2.07  -0.1117
O -3.61 2.19 1.25  0.0817
C -3.43 6.35 0.22  -0.0994
N -0.83 -2.40 -3.80  -0.1566
C -1.43 2.14 2.15  -0.2255
C -3.01 5.04 -1.75  -0.1198
C 3.95 2.35 -1.26  -0.0455
N -0.08 2.01 1.90  0.1240
C 2.88 4.32 -0.47  -0.0821
H 3.30 -2.27 -0.61  0.1148
C -3.02 0.79 -2.66  -0.1001
H -1.97 5.81 -4.64  0.0037
H 1.09 2.31 5.05  0.0932
C -1.95 -5.62 1.76  -0.1480
H -4.90 -0.17 -5.33  0.0958
C 2.73 1.77 -1.60  -0.1341
C 0.74 -3.71 0.06  -0.1467
H 0.75 4.35 -0.65  0.0844
H 0.50 2.49 -5.68  0.0095
H -2.11 3.04 -5.00  0.0412
H -4.41 -0.81 -2.98  0.1073
Ge 0.09 4.37 -3.98  0.7709
C -3.74 6.03 -1.10  -0.0967
H -1.34 -0.58 -4.77  0.0876
H -2.20 5.88 1.91  0.1050
H 1.50 6.47 -4.10  0.0104
H -0.55 6.22 -5.61  0.0087
C -4.19 0.40 -4.74  -0.1014
O -1.81 -1.87 -1.83  0.0467
C -2.60 -4.61 2.51  -0.1288
H -2.83 0.49 -1.64  0.0833
C 1.15 3.15 -5.10  -0.2339
H -4.54 6.54 -1.61  0.0959
H 1.16 -4.65 -0.36  0.1088
H 3.84 0.08 -2.34  0.1222
C -0.40 -3.92 0.93  -0.1604
H -2.34 -4.64 -3.11  0.0824
H 2.60 3.07 3.95  0.0837
Ge -1.08 3.03 -2.25  0.9265
C 2.25 -1.84 -2.42  -0.2134
H 4.85 1.77 -1.42  0.1087
H 2.24 5.33 -2.96  0.0044
H -4.03 2.07 0.39  0.1136
H -4.00 7.11 0.74  0.0947
C -0.60 -3.35 -4.87  -0.0659
C -1.46 -2.72 -2.63  -0.4899
H 0.40 -0.91 -4.60  0.0868
H -2.16 -4.26 -1.38  0.0809
C -3.53 1.48 -5.30  -0.0999
O -1.89 1.73 -0.14  -0.1249
H 2.68 -3.70 -1.44  0.1041
H 1.79 2.53 -4.47  0.0054
H -3.46 -4.88 3.12  0.0875
H -1.36 2.67 5.50  0.0938
N 1.88 -0.47 -2.09  0.0252
C -1.04 -2.88 1.70  -0.4090
O -0.67 -1.68 1.71  -0.1772
H 5.01 4.02 -0.43  0.0977
O 2.57 1.22 1.61  0.1168
C -2.36 1.88 -3.20  -0.2539
H -3.71 1.77 -6.33  0.0963
H -0.41 -4.35 -4.47  0.0745
H 0.85 6.30 -2.46  0.0187
C -2.62 2.21 -4.54  -0.1330
C 0.38 2.34 4.23  -0.0525
H -2.29 -6.64 1.79  0.0748
C 1.54 2.51 -1.38  -0.3247
C -3.93 0.05 -3.42  -0.0818
O 3.10 2.52 3.33  0.0955
C 0.75 2.10 2.91  -0.2330

***

The calculation returns the following ΔE to the lowest compared entry with this formula, charge and spin values, one per record and in order: 0.0; 217.7; 20.8 kJ/mol.